# C8H7I

A 2-piece molecular cluster, C8H7I overall (ωB97M-V/def2-TZVPD, OMol25).

As for the structure (SMILES): C#CC#CI.C#CCC. The calculation puts the highest occupied orbital energy at -0.33097 Ha. For the energy relative to the best compared isomer or geometry (same formula, charge and spin), the calculation gives 392.2 kJ/mol. The net charge is 0.

CARTESIAN COORDINATES (ANGSTROEM)
C1 -2.005 1.193 1.567
C2 -0.836 1.359 1.850
C3 0.476 1.550 1.756
C4 1.677 1.467 1.666
I1 3.404 2.006 0.744
H1 -3.015 1.155 1.580
C5 0.733 1.049 -1.126
C6 1.022 -0.112 -1.017
C7 0.636 -1.568 -0.746
C8 -0.916 -1.566 -0.911
H2 0.762 2.034 -1.283
H3 1.092 -2.244 -1.521
H4 0.773 -1.826 0.345
H5 -1.373 -2.494 -0.540
H6 -1.185 -1.469 -1.961
H7 -1.244 -0.534 -0.403

Charges computed using Löwdin, reported in e: atom 1 (C): 0.16, atom 2 (C): -0.15, atom 3 (C): -0.24, atom 4 (C): -0.62, atom 5 (I): 0.90, atom 6 (H): 0.01, atom 7 (C): 0.02, atom 8 (C): -0.16, atom 9 (C): -0.23, atom 10 (C): -0.13, atom 11 (H): 0.00, atom 12 (H): 0.11, atom 13 (H): 0.12, atom 14 (H): 0.06, atom 15 (H): 0.06, atom 16 (H): 0.09

---

# C5H12N3

A 2-piece molecular cluster, C5H12N3 overall (ωB97M-V/def2-TZVPD, OMol25).

The calculation puts the highest occupied orbital energy at -0.49964 Ha. For the energy relative to the best compared isomer or geometry (same formula, charge and spin), the calculation gives 357.5 kJ/mol. The net charge is +1.

CARTESIAN COORDINATES (ANGSTROEM)
C1 1.874 0.307 2.096
C2 -1.947 -0.664 0.307
C3 -0.322 -1.162 -1.377
C4 -1.025 0.458 0.123
C5 0.877 1.078 -1.385
N1 0.899 1.069 1.908
N2 -0.120 0.208 -0.758
N3 -1.292 -1.801 -0.519
H1 2.741 0.609 2.828
H2 1.860 -0.586 1.501
H3 -1.898 -0.968 1.304
H4 -2.893 -0.577 -0.043
H5 -0.501 -1.107 -2.365
H6 0.674 -1.775 -1.173
H7 -1.150 1.284 0.748
H8 0.449 1.613 -2.186
H9 1.222 1.675 -0.469
H10 1.704 0.720 -1.893
H11 0.871 1.869 2.394
H12 -2.023 -2.251 -1.043

Charges computed using Löwdin, reported in e: atom 1 (C): -0.06, atom 2 (C): -0.06, atom 3 (C): -0.12, atom 4 (C): 0.02, atom 5 (C): 0.02, atom 6 (N): 0.03, atom 7 (N): -0.05, atom 8 (N): 0.00, atom 9 (H): 0.13, atom 10 (H): 0.06, atom 11 (H): 0.12, atom 12 (H): 0.10, atom 13 (H): 0.09, atom 14 (H): 0.17, atom 15 (H): 0.12, atom 16 (H): 0.09, atom 17 (H): 0.12, atom 18 (H): 0.08, atom 19 (H): 0.01, atom 20 (H): 0.11

---

# C4H36N2O15

A 14-piece molecular cluster, C4H36N2O15 overall (ωB97M-V/def2-TZVPD, OMol25).

The calculation puts the highest occupied orbital energy at -0.31416 Ha. For the energy relative to the best compared isomer or geometry (same formula, charge and spin), the calculation gives 813.6 kJ/mol. The net charge is 0.

CARTESIAN COORDINATES (ANGSTROEM)
C1 1.022 -0.222 -0.466
N1 0.198 0.350 -1.501
C2 -0.412 1.549 -1.654
O1 -0.524 2.541 -0.753
O2 -1.039 1.556 -2.717
C3 0.054 -1.238 0.246
N2 -0.576 -2.226 -0.763
C4 -1.461 -3.281 -0.243
H1 1.557 0.545 0.210
H2 1.914 -0.551 -1.003
H3 0.406 -0.101 -2.413
H4 0.185 3.002 -0.369
H5 -0.718 -0.713 0.692
H6 0.460 -1.884 0.992
H7 -0.851 -1.739 -1.682
H8 -2.522 -3.256 -0.529
H9 -1.495 -3.342 0.732
H10 -0.886 -4.133 -0.634
H11 1.780 3.631 0.961
H12 1.647 4.700 -0.240
O3 1.670 3.801 0.014
H13 1.477 -3.129 2.689
H14 3.088 -2.726 2.424
O4 2.323 -2.538 2.910
H15 -2.146 -0.118 -3.170
H16 -3.188 0.065 -2.007
O5 -3.039 -0.525 -2.763
H17 -1.879 2.638 0.369
H18 -2.435 3.817 1.218
O6 -2.466 2.818 0.985
H19 1.066 1.311 4.100
H20 -0.161 1.815 4.163
O7 0.680 2.179 4.394
H21 2.676 1.452 -3.062
H22 3.337 0.147 -2.943
O8 2.562 0.487 -3.335
H23 -4.467 1.065 1.105
H24 -4.164 -0.334 1.472
O9 -4.472 0.200 0.786
H25 -1.283 0.384 1.701
H26 -1.464 1.848 2.064
O10 -1.050 1.067 2.435
H27 1.284 1.363 2.709
H28 2.279 0.405 2.130
O11 2.070 1.308 2.126
H29 2.009 -2.415 -1.459
H30 3.578 -3.129 -1.329
O12 2.965 -2.367 -1.190
H31 3.967 -1.056 -1.553
H32 3.805 0.072 -0.850
O13 4.354 -0.162 -1.644
H33 -0.516 0.687 -4.438
H34 -0.535 -0.716 -5.045
O14 -0.493 -0.174 -4.295
H35 -4.012 -1.333 2.980
H36 -2.780 -1.511 4.010
O15 -3.376 -1.883 3.433

Charges computed using Löwdin, reported in e: atom 1 (C): -0.15, atom 2 (N): 0.06, atom 3 (C): -0.51, atom 4 (O): 0.11, atom 5 (O): 0.02, atom 6 (C): -0.14, atom 7 (N): -0.11, atom 8 (C): -0.11, atom 9 (H): 0.12, atom 10 (H): 0.06, atom 11 (H): 0.12, atom 12 (H): 0.03, atom 13 (H): 0.05, atom 14 (H): 0.08, atom 15 (H): 0.12, atom 16 (H): 0.09, atom 17 (H): 0.00, atom 18 (H): 0.08, atom 19 (H): 0.07, atom 20 (H): 0.05, atom 21 (O): 0.00, atom 22 (H): 0.12, atom 23 (H): -0.01, atom 24 (O): -0.09, atom 25 (H): 0.05, atom 26 (H): 0.01, atom 27 (O): -0.13, atom 28 (H): -0.10, atom 29 (H): 0.14, atom 30 (O): -0.01, atom 31 (H): 0.04, atom 32 (H): -0.01, atom 33 (O): -0.05, atom 34 (H): 0.09, atom 35 (H): -0.06, atom 36 (O): -0.06, atom 37 (H): 0.00, atom 38 (H): -0.03, atom 39 (O): 0.02, atom 40 (H): 0.07, atom 41 (H): -0.01, atom 42 (O): -0.09, atom 43 (H): 0.00, atom 44 (H): 0.00, atom 45 (O): -0.04, atom 46 (H): 0.08, atom 47 (H): 0.10, atom 48 (O): -0.08, atom 49 (H): -0.01, atom 50 (H): 0.07, atom 51 (O): -0.08, atom 52 (H): -0.03, atom 53 (H): 0.05, atom 54 (O): 0.02, atom 55 (H): 0.02, atom 56 (H): -0.01, atom 57 (O): 0.00

---

# H14O7

A 7-piece molecular cluster, H14O7 overall (ωB97M-V/def2-TZVPD, OMol25).

As for the structure (SMILES): O.O.O.O.O.O.O. The calculation puts the highest occupied orbital energy at -0.41751 Ha. For the energy relative to the best compared isomer or geometry (same formula, charge and spin), the calculation gives 254.8 kJ/mol. The net charge is 0.

CARTESIAN COORDINATES (ANGSTROEM)
O1 -0.495 -0.352 0.208
H1 0.463 -0.266 0.303
H2 -0.831 0.414 -0.147
O2 0.886 5.188 -0.847
H3 1.003 4.261 -1.126
H4 -0.068 5.391 -0.603
O3 -4.134 1.277 0.050
H5 -4.844 0.927 -0.420
H6 -4.491 1.794 0.815
O4 4.760 -1.037 -0.789
H7 4.098 -0.810 -0.100
H8 4.195 -1.340 -1.515
O5 -3.713 -2.653 -0.457
H9 -3.398 -3.522 -0.675
H10 -3.004 -2.159 -0.128
O6 1.701 0.359 2.686
H11 1.508 -0.570 2.720
H12 1.071 0.774 2.038
O7 1.790 -2.130 -0.577
H13 1.398 -2.844 -0.135
H14 2.106 -2.702 -1.300

Charges computed using Löwdin, reported in e: atom 1 (O): -0.02, atom 2 (H): 0.01, atom 3 (H): -0.01, atom 4 (O): -0.10, atom 5 (H): 0.03, atom 6 (H): 0.07, atom 7 (O): -0.05, atom 8 (H): -0.01, atom 9 (H): 0.06, atom 10 (O): -0.08, atom 11 (H): 0.04, atom 12 (H): 0.02, atom 13 (O): -0.03, atom 14 (H): 0.03, atom 15 (H): -0.01, atom 16 (O): -0.06, atom 17 (H): 0.02, atom 18 (H): 0.04, atom 19 (O): -0.03, atom 20 (H): 0.01, atom 21 (H): 0.06

---

Number 1: maximum force 3.22 eV/A. Number 2: maximum force 6.31 eV/A. Number 3: maximum force 9.00 eV/A. Number 4: maximum force 3.52 eV/A.